1.
A structure of composition C39H44MgN5O2P, computed with the ωB97M-V functional and the def2-TZVPD basis.

Structure (XYZ):
```
92
Properties=species:S:1:pos:R:3:lowdin_charge:R:1
Mg -0.99 0.18 -0.58 0.3842
C 6.54 4.57 -1.18 -0.0882
O 6.36 3.78 -0.01 -0.0928
C 5.36 4.17 0.84 -0.2923
C 4.90 3.18 1.71 0.0048
C 3.87 3.45 2.61 -0.0136
C 3.28 4.71 2.65 -0.2955
C 3.77 5.71 1.81 -0.0279
C 4.80 5.44 0.90 -0.0204
N 2.22 4.96 3.55 0.0717
N 1.12 5.12 2.97 0.0663
C 0.53 3.89 2.55 -0.2482
C 0.18 2.93 3.49 -0.0237
C -0.33 1.71 3.07 0.0032
C -0.53 1.37 1.72 -0.4006
O -0.98 0.22 1.39 -0.1289
C -0.20 2.37 0.77 -0.1912
N -0.37 2.09 -0.53 -0.0643
C -0.09 3.02 -1.46 -0.1379
C 0.39 4.28 -1.16 -0.0519
C 0.59 4.58 0.17 0.0069
C 0.31 3.63 1.18 -0.0900
H 7.22 4.04 -1.84 0.0905
H 7.00 5.54 -0.93 0.0880
H 5.59 4.72 -1.71 0.0969
H 5.33 2.18 1.67 0.1191
H 3.50 2.65 3.25 0.1139
H 3.33 6.71 1.84 0.1116
H 5.14 6.25 0.26 0.1038
H 0.32 3.12 4.55 0.1112
H -0.59 0.96 3.83 0.1154
H -0.26 2.71 -2.48 0.1148
H 0.60 4.99 -1.95 0.1040
H 0.97 5.56 0.44 0.1072
N -2.60 1.47 -0.58 0.0129
C -3.84 0.85 -0.58 -0.2486
C -5.06 1.53 -0.58 -0.0016
C -6.25 0.81 -0.58 -0.0708
C -6.23 -0.59 -0.58 -0.0190
C -5.00 -1.27 -0.58 -0.1492
C -4.88 -2.67 -0.58 0.0441
C -3.62 -3.25 -0.58 -0.0380
C -2.51 -2.43 -0.58 -0.3627
N -2.57 -1.08 -0.58 0.0485
C -3.80 -0.53 -0.58 -0.1569
H -2.40 2.26 -1.36 0.1771
H -2.40 2.26 0.21 0.1921
H -5.08 2.62 -0.58 0.1163
H -7.20 1.34 -0.58 0.1044
H -7.16 -1.14 -0.58 0.1133
H -5.77 -3.30 -0.58 0.1257
H -3.51 -4.33 -0.58 0.1375
H -1.51 -2.84 -0.58 -0.1029
C 2.33 -1.14 -1.10 -0.1683
C 1.59 -2.11 -0.15 -0.6428
C 2.34 -3.45 -0.13 -0.0996
C 1.70 -1.50 1.27 -0.0871
P -0.22 -2.21 -0.58 1.0597
C -0.91 -3.50 0.49 -0.3599
C -1.74 -3.09 1.54 -0.0661
C -2.32 -4.02 2.42 -0.0529
C -2.08 -5.37 2.24 -0.0894
C -1.26 -5.80 1.20 -0.0717
C -0.68 -4.87 0.33 -0.0601
C -0.53 -2.65 -2.35 -0.5675
C -1.98 -3.17 -2.51 -0.0705
C -0.45 -1.35 -3.19 -0.0675
C 0.42 -3.68 -2.97 -0.0780
H 3.35 -0.95 -0.75 0.0845
H 1.82 -0.17 -1.16 -0.0217
H 2.42 -1.54 -2.11 0.0592
H 3.41 -3.29 0.08 0.0832
H 2.29 -3.98 -1.08 0.0565
H 1.97 -4.12 0.65 0.0712
H 2.74 -1.36 1.57 0.0875
H 1.24 -2.15 2.03 0.0821
H 1.21 -0.52 1.34 0.0483
H -1.94 -2.03 1.70 0.1209
H -2.95 -3.67 3.23 0.1114
H -2.52 -6.10 2.92 0.1017
H -1.06 -6.86 1.06 0.1041
H -0.04 -5.24 -0.46 0.0972
H -2.71 -2.48 -2.08 0.0733
H -2.12 -4.15 -2.03 0.1030
H -2.24 -3.31 -3.56 0.1202
H -1.14 -0.58 -2.82 0.0626
H -0.72 -1.55 -4.24 0.0950
H 0.55 -0.92 -3.20 0.0792
H 0.41 -4.63 -2.44 0.0686
H 1.45 -3.32 -3.02 0.0704
H 0.12 -3.90 -4.01 0.0875
H 0.78 0.18 -0.58 0.0079
```

The calculation puts the HOMO energy (spin up / spin down) at -5.4556 / -5.4564 eV. Its total charge is 0. The value obtained for the max |F| is 7.87 eV Å⁻¹.

2.
A structure of composition C39H44N5O3SW, computed with the ωB97M-V functional and the def2-TZVPD basis.

Structure (XYZ):
```
93
Properties=species:S:1:pos:R:3:lowdin_charge:R:1
W -0.65 1.12 -0.12 1.7482
C -3.61 -3.66 -4.09 -0.0328
C -2.76 -2.59 -3.43 -0.2455
C -1.41 -2.49 -3.65 0.0358
C -0.55 -1.53 -3.09 -0.0991
C 0.71 -1.55 -3.67 -0.0425
N 1.85 -0.88 -3.55 0.0579
C 2.25 0.32 -2.80 -0.1452
C 3.61 0.10 -2.09 -0.1306
C 3.60 0.12 -0.54 -0.1818
N 4.22 1.29 0.08 -0.0039
C 3.52 2.43 0.63 -0.1751
C 2.73 2.17 1.92 -0.0750
C 3.23 2.59 3.15 0.0462
C 2.54 2.44 4.35 -0.2419
C 3.15 2.87 5.67 -0.0408
C 1.27 1.89 4.30 0.0290
C 0.72 1.47 3.09 -0.1328
C -0.65 0.99 3.02 -0.0798
N -1.35 0.74 1.98 -0.0939
C -2.72 0.29 2.25 -0.1890
C -3.83 1.27 1.84 -0.1326
C -3.62 1.94 0.47 -0.2280
N -2.69 1.20 -0.38 -0.1615
C -3.24 0.28 -1.16 -0.0815
C -2.56 -0.70 -1.90 -0.1609
C -3.32 -1.60 -2.62 0.0249
C -1.05 -0.71 -1.92 -0.4165
O -0.68 0.68 -1.99 -0.2686
C 1.48 1.57 1.93 -0.3069
O 0.98 1.05 0.84 -0.2638
H -3.24 -3.92 -5.08 0.0807
H -4.64 -3.33 -4.20 0.0810
H -3.62 -4.58 -3.49 0.0708
H -0.97 -3.20 -4.36 0.1303
H 0.82 -2.31 -4.44 0.1361
H 2.53 -1.17 -4.23 0.1450
H 1.47 0.59 -2.12 0.0630
H 2.33 1.14 -3.51 0.1298
H 4.32 0.85 -2.44 0.1059
H 4.00 -0.86 -2.42 0.1063
H 4.14 -0.76 -0.19 0.1136
H 2.59 0.03 -0.17 0.0828
H 5.09 1.56 -0.36 0.1178
H 4.31 3.10 0.95 0.1288
H 4.21 3.07 3.17 0.1300
H 4.12 3.34 5.52 0.0763
H 3.29 2.01 6.33 0.0852
H 2.50 3.58 6.19 0.0840
H 0.68 1.80 5.21 0.1336
H -1.14 0.85 3.98 0.1433
H -2.83 0.08 3.32 0.1208
H -2.86 -0.65 1.75 0.0861
H -3.95 2.04 2.60 0.1180
H -4.75 0.68 1.83 0.1178
H -3.24 2.94 0.60 0.0229
H -4.58 2.03 -0.04 0.1192
H -4.32 0.26 -1.21 0.1451
H -4.40 -1.54 -2.53 0.1382
O 0.56 2.50 -1.11 -0.2609
N 1.25 3.34 -0.33 -0.1789
C 2.70 3.35 -0.46 -0.1266
C 3.21 4.74 -0.27 -0.0016
C 2.53 5.60 0.54 -0.0583
C 1.28 5.22 1.07 -0.0189
C 0.61 4.07 0.56 -0.6507
S -0.96 3.59 0.98 0.8207
H 2.94 2.94 -1.44 0.1505
H 4.17 5.00 -0.71 0.1254
H 2.94 6.57 0.78 0.1177
H 0.77 5.83 1.80 0.1119
C -0.07 -2.28 1.60 -0.0213
C -0.24 -2.42 0.07 -0.4459
C 1.05 -3.05 -0.46 -0.0420
C -0.35 -1.01 -0.57 -0.1614
C -1.44 -3.34 -0.20 -0.1520
C -1.29 -4.69 -0.51 -0.0195
C -2.39 -5.52 -0.69 -0.0711
C -3.68 -5.02 -0.57 -0.0903
C -3.85 -3.68 -0.25 -0.0705
C -2.74 -2.86 -0.07 -0.0586
H 0.76 -1.60 1.83 0.0851
H 0.14 -3.26 2.04 0.0979
H -0.98 -1.89 2.06 0.0671
H 1.89 -2.37 -0.28 0.0803
H 0.99 -3.26 -1.53 0.0865
H 1.28 -3.98 0.06 0.0861
H 0.68 -0.80 -0.85 0.0653
H -0.30 -5.12 -0.62 0.1033
H -2.23 -6.57 -0.93 0.1069
H -4.54 -5.67 -0.71 0.1079
H -4.85 -3.27 -0.15 0.1110
H -2.89 -1.82 0.15 0.0804
```

The calculation puts the HOMO energy (spin up / spin down) at -9.2609 / -9.5206 eV. The multiplicity is 3. Its total charge is +1. The value obtained for the max |F| is 2.46 eV Å⁻¹.

3.
A structure of composition C39H44N7O6PSZr, computed with the ωB97M-V functional and the def2-TZVPD basis.

Structure (XYZ):
```
99
Properties=species:S:1:pos:R:3:lowdin_charge:R:1
Zr 1.17 0.44 -0.02 1.7779
C -4.16 -1.16 -2.80 -0.0372
O -3.56 -1.48 -1.55 -0.0980
C -4.39 -1.83 -0.52 -0.2303
C -5.77 -1.99 -0.64 0.0024
C -6.52 -2.39 0.46 -0.0489
C -5.91 -2.64 1.68 -0.0618
C -4.54 -2.47 1.81 -0.0029
C -3.79 -2.06 0.72 -0.1649
N -2.37 -1.94 0.86 0.1802
C -1.66 -0.85 0.56 -0.3280
N -2.30 0.29 0.30 0.1841
C -1.81 1.55 -0.12 -0.1898
C -0.46 1.88 -0.27 -0.2415
C -0.15 3.21 -0.61 -0.1243
C -1.14 4.15 -0.84 -0.0554
C -2.48 3.79 -0.71 0.0104
C -2.82 2.50 -0.35 -0.2172
O -4.09 2.04 -0.19 -0.0930
C -5.17 2.96 -0.37 -0.0363
N -0.32 -0.87 0.62 -0.0541
C 0.49 -2.04 0.59 -0.2601
C 1.55 -2.11 1.50 -0.0558
C 2.48 -3.14 1.43 -0.0562
C 2.33 -4.11 0.45 -0.0322
C 1.27 -4.07 -0.45 0.0147
C 0.34 -3.04 -0.40 -0.2501
O -0.72 -2.89 -1.21 -0.0936
C -1.08 -3.94 -2.11 -0.0183
H -3.34 -0.87 -3.45 0.0704
H -4.86 -0.33 -2.70 0.1047
H -4.67 -2.03 -3.23 0.1070
H -6.27 -1.81 -1.58 0.1133
H -7.59 -2.52 0.35 0.1190
H -6.50 -2.97 2.53 0.1154
H -4.05 -2.64 2.75 0.1239
H -1.86 -2.73 1.21 0.1692
H -3.31 0.25 0.34 0.1424
H 0.88 3.52 -0.71 0.0933
H -0.89 5.16 -1.10 0.1171
H -3.25 4.53 -0.89 0.1162
H -6.07 2.40 -0.19 0.1001
H -5.18 3.35 -1.39 0.1025
H -5.10 3.79 0.34 0.1051
H 1.61 -1.36 2.28 0.1081
H 3.30 -3.18 2.13 0.1200
H 3.04 -4.92 0.38 0.1237
H 1.19 -4.85 -1.19 0.1175
H -2.16 -3.90 -2.20 0.0974
H -0.79 -4.92 -1.74 0.0948
H -0.63 -3.76 -3.09 0.0964
C 2.53 -2.44 -5.22 -0.0654
C 3.28 -1.20 -4.80 -0.2336
O 2.39 -0.28 -4.07 -0.2872
P 2.16 -0.52 -2.52 0.8839
O 2.18 1.09 -1.98 -0.4867
C 3.31 1.99 -2.29 -0.2410
C 2.86 3.00 -3.32 -0.0464
O 0.54 -0.54 -2.24 -0.4095
C -0.47 0.19 -3.04 -0.2070
C -0.76 -0.53 -4.33 -0.0506
H 3.21 -3.11 -5.75 0.0948
H 1.71 -2.20 -5.89 0.0821
H 2.14 -2.98 -4.36 0.0715
H 3.62 -0.61 -5.65 0.1294
H 4.13 -1.43 -4.16 0.1083
H 4.14 1.38 -2.64 0.1026
H 3.60 2.45 -1.34 0.1190
H 2.56 2.50 -4.24 0.0822
H 3.68 3.67 -3.54 0.0973
H 2.02 3.59 -2.95 0.0749
H -0.11 1.21 -3.19 0.1223
H -1.35 0.21 -2.40 0.1018
H 0.08 -0.51 -5.02 0.0675
H -1.59 -0.02 -4.82 0.0942
H -1.06 -1.56 -4.15 0.0777
S 5.47 -0.79 -0.82 0.6968
C 4.23 -0.18 -0.05 -0.9792
N 3.27 0.29 0.49 -0.1209
N 5.90 2.71 9.46 0.1921
C 5.21 2.54 8.56 -0.1649
C 4.35 2.34 7.43 -0.2083
C 3.22 3.14 7.26 0.0065
C 2.39 2.95 6.17 0.0082
C 2.69 1.94 5.26 -0.1830
C 3.81 1.13 5.43 0.0034
C 4.64 1.33 6.51 0.0033
N 1.84 1.73 4.14 0.0035
C 0.46 1.78 4.14 -0.0017
C 0.07 1.53 2.86 -0.0923
N 1.19 1.34 2.07 -0.0828
C 2.24 1.46 2.89 -0.1231
H 3.01 3.92 7.97 0.1333
H 1.54 3.59 6.01 0.1239
H 4.01 0.33 4.73 0.1201
H 5.51 0.71 6.66 0.1322
H -0.10 1.97 5.03 0.1374
H -0.92 1.51 2.45 0.1067
H 3.27 1.39 2.59 0.1297
```

The calculation puts the HOMO energy at -13.1723 eV. Its total charge is +2. The value obtained for the max |F| is 0.78 eV Å⁻¹.

no.,E_tot (eV)
1,-67423.9996
2,-67403.1973
3,-85267.9541